1.
Density functional theory data (ωB97M-V/def2-TZVPD) for a molecular structure, C21H21F11NO8P2S2Ti at a distorted geometry.

Maximum force (eV/A): 2.0
HOMO-LUMO gap (eV): 6.02
Energy above the lowest of the compared OMol25 structures with the same formula, charge and spin (kJ/mol): 27.3
Total charge: -1
Total energy (eV): -133247.9138

Last column: Löwdin charge in e.
Geometry (Å):
1 H -2.078407 -1.493422 4.924767  0.0338
2 O 0.319137 2.331387 -1.898779  -0.4105
3 H -3.320423 1.072035 3.540373  0.0398
4 O -0.162256 -0.403357 -2.397887  -0.5722
5 C -1.031933 -2.922150 -0.142646  -0.2393
6 C 6.146718 0.949490 1.920283  -0.0792
7 H 2.949604 1.913965 2.446899  0.1211
8 H 6.863092 -0.020378 0.139257  0.1187
9 C -0.396977 -2.527245 -3.881823  -0.5702
10 O 1.935659 -1.261988 -3.447721  -0.4583
11 O 4.735357 -0.144681 -1.203529  0.1029
12 H 3.831140 -0.101930 -1.578708  0.0999
13 H 5.166965 1.931632 3.576479  0.0970
14 C -1.015285 2.524879 -4.099016  -0.6615
15 P -1.931778 -0.688145 2.597142  0.8766
16 H 1.781226 -3.669343 -0.066100  0.0567
17 H -1.896221 1.730942 2.733535  0.0249
18 C -3.475336 0.368121 -0.797564  -0.1443
19 N 1.378249 1.137969 -3.879402  -0.3779
20 C -2.248445 0.935130 3.391950  -0.2854
21 F -5.559495 -0.421842 -1.556886  0.1239
22 C -4.716839 2.627449 0.176875  -0.1388
23 C -2.461347 -1.815520 3.952687  -0.3074
24 C 2.340618 0.911952 0.082420  -0.5333
25 H 0.314875 0.188056 2.538304  0.0579
26 H 1.652117 -1.884217 2.219615  0.0815
27 O 1.267083 3.650339 -3.732809  -0.2963
28 H -1.160112 -2.958069 -1.225343  0.0254
29 O 2.183477 0.393268 -1.069027  -0.1038
30 C 0.569921 -1.896389 2.064459  -0.3854
31 H 1.731181 -2.616953 -1.515102  0.0309
32 C -3.351541 2.461081 0.325563  -0.1443
33 F -2.898322 -0.739518 -1.266856  0.1152
34 P 0.317817 -1.773725 0.247514  0.8906
35 C -4.841380 0.525400 -0.949487  -0.1344
36 Ti 0.145486 0.601278 -0.897139  1.0774
37 S 0.687110 -0.605505 -3.816750  0.8566
38 F -0.278256 -3.073789 -5.128438  0.0149
39 S 0.704076 2.371844 -3.394761  0.5482
40 H 0.209463 -2.878362 2.388716  0.0786
41 F -5.312375 3.724472 0.658974  0.1137
42 C 6.018194 0.406449 0.662346  -0.0059
43 F -2.655712 3.406634 0.964193  0.1167
44 F -1.518526 3.752627 -3.916766  0.1200
45 H -2.099627 -2.825612 3.750725  0.0283
46 O 1.288000 1.317546 0.666218  -0.0624
47 C -0.099253 -0.771984 2.855209  -0.4284
48 F -1.756633 -2.390985 -3.698605  0.0036
49 F -1.877461 1.652817 -3.549186  0.1129
50 F -6.789908 1.813766 -0.606667  0.1116
51 H 2.684122 -2.134144 -0.108543  0.0424
52 F -0.057556 -3.572640 -3.024685  -0.0160
53 C 1.769218 -2.637692 -0.423869  -0.2206
54 H -1.960260 -2.584385 0.313783  0.0143
55 H -1.742738 1.019105 4.357615  0.0412
56 C 5.051982 1.504126 2.590306  -0.0905
57 H -0.769689 -3.917056 0.222073  0.0543
58 O -1.388186 1.194501 0.011918  -0.1850
59 C 3.671388 0.947807 0.689644  -0.0597
60 H 7.119191 0.946293 2.397830  0.1026
61 H 0.102891 -0.887222 3.925598  0.0790
62 C -2.696790 1.333370 -0.164607  -0.2489
63 C 4.774329 0.397741 0.015324  -0.2493
64 H -3.549972 -1.862611 3.997703  0.0293
65 C -5.468323 1.659243 -0.463505  -0.1424
66 F -0.967369 2.283126 -5.411490  0.1241
67 C 3.825047 1.495018 1.967401  -0.0148

Forces on atoms 1 to 3 (eV/Å):
0.002 -0.011 0.001
-0.171 -0.673 0.344
-0.017 -0.009 0.002

2.
Density functional theory data (ωB97M-V/def2-TZVPD) for 12 unconnected molecules or ions with the total composition C35H61N12O13 at a distorted geometry.

Maximum force (eV/A): 13.8
HOMO-LUMO gap (eV): 4.85
Energy above the lowest of the compared OMol25 structures with the same formula, charge and spin (kJ/mol): 352.1
Total charge: +1
Total energy (eV): -81736.0797

Last column: Löwdin charge in e.
Geometry (Å):
1 H -5.813079 2.322217 -2.496327  0.0808
2 H -0.432464 -2.630789 -4.650605  0.1265
3 C 0.704646 3.190982 5.293365  -0.0506
4 C -3.479341 4.203800 1.924819  0.0643
5 H 5.647606 1.623435 -3.675169  0.0644
6 H -2.192525 -1.940899 4.038563  0.1123
7 C -1.876575 -5.841288 1.891880  -0.1253
8 C -3.255935 -2.533271 -2.657198  -0.0925
9 O -2.308197 5.774755 0.518641  0.0631
10 C -1.632974 -1.932925 5.064101  -0.1353
11 H -4.361253 4.806222 1.457122  0.1259
12 C 1.378779 -4.827486 -5.833862  -0.0825
13 H -3.626235 -3.060969 -1.939965  0.0193
14 H -2.747223 0.619527 0.341222  0.0683
15 H 1.622121 -0.166059 -3.695578  0.0092
16 C -3.402366 -1.156257 -3.302318  -0.0371
17 C -2.307990 -0.347974 0.392897  0.0212
18 H -0.522429 1.381535 1.734852  0.1116
19 H 1.033162 1.284597 -3.080584  0.0637
20 H -5.978741 0.854145 -1.502506  0.0886
21 H 3.676707 3.605707 2.735619  0.0164
22 H -1.913715 -7.939529 2.387472  0.1655
23 H -0.499743 -0.213610 2.333346  0.0355
24 H 0.832000 -2.147583 -2.212268  0.0542
25 C 2.141598 0.703277 -0.920540  0.0329
26 N 1.901040 4.339272 -3.518130  -0.3699
27 C 0.597063 5.042947 -3.340748  0.0722
28 C -0.347845 -1.956482 0.274479  -0.1410
29 O 3.982125 2.948519 0.238699  0.0356
30 H 0.851636 -5.661293 -6.382041  0.1209
31 H -1.947767 -0.131015 -4.582107  0.0126
32 H 1.693175 -1.556364 -5.810888  0.0158
33 H 5.502875 -1.299763 3.297311  0.1072
34 H 0.086706 3.152444 3.045700  0.0887
35 N -0.301408 0.148901 -0.941099  0.0472
36 H -0.797615 5.755723 3.656798  0.0743
37 H 4.704126 2.637452 -4.488835  0.0623
38 H -0.615752 6.181926 6.202413  0.2305
39 C -0.122317 -1.833098 6.872152  -0.0253
40 H -3.215930 -3.813432 1.421485  0.0705
41 O 2.025986 3.482497 -4.294252  0.0889
42 C -1.008903 -3.092383 6.935026  -0.1078
43 H 2.492477 4.305156 2.687628  0.0530
44 H -1.974604 -4.260984 -3.177153  0.2171
45 H 6.117080 0.502323 3.013401  0.1400
46 H -0.819662 -5.569584 1.793342  0.0905
47 H 2.936274 -5.418322 -4.104585  0.0949
48 H -0.211151 -0.282183 4.995183  0.0148
49 H -3.672690 3.172527 1.711482  0.0594
50 H 0.021287 -0.186301 -3.517309  0.0974
51 C 4.705163 1.785431 -3.958533  0.0725
52 N 4.408611 -0.469341 1.883314  -0.4241
53 H 3.809088 1.755068 -3.318903  0.1032
54 H -5.304970 -5.530124 1.275036  0.0972
55 H -4.211527 -8.034862 1.953836  0.0634
56 H 3.010960 -2.473745 -3.560993  0.1248
57 H 1.346031 -3.104040 0.166995  0.0244
58 C 1.838876 -2.465816 -5.597786  -0.0824
59 H -0.197392 4.500782 -3.526985  0.0346
60 C 0.187997 3.754243 4.032015  -0.1142
61 H -1.147710 -2.687000 -0.275041  0.1748
62 H 2.231866 -1.852452 -1.942058  0.0564
63 C 1.007110 -0.227779 -1.625179  -0.3117
64 N -2.173468 -3.161016 -3.306328  -0.0474
65 C 1.079567 -2.261150 -0.024040  -0.1191
66 N 4.447560 0.498684 -4.617841  -0.4871
67 C -0.458885 -1.134680 5.510942  -0.0376
68 H -7.246413 2.062493 -1.538687  0.1228
69 C 1.354329 -1.791036 -1.453117  -0.0436
70 O -1.487856 3.770903 0.704634  -0.0154
71 O -3.955172 2.472644 -1.057028  0.0267
72 N -5.150204 2.563445 -0.731204  -0.3836
73 O -0.965387 1.101569 -1.451384  0.1870
74 H -2.922311 4.319657 2.818274  0.0678
75 N -0.241800 5.215819 5.776510  -0.0696
76 C 2.365020 -4.637199 -4.740523  -0.0836
77 H 0.672446 -1.775157 7.529024  0.0232
78 O 2.970896 4.716883 -2.825469  -0.0163
79 C 2.615737 -3.122796 -4.552383  -0.0693
80 C -2.167312 -0.976529 -4.150453  -0.0792
81 C 5.802390 -0.544092 2.515640  0.0399
82 N -2.349507 4.643939 0.970451  -0.4092
83 H 2.388409 0.298184 0.151506  0.0775
84 H 0.568045 5.336088 -2.338627  0.0739
85 C -0.752270 -0.555835 0.228984  -0.3555
86 C 3.365573 4.258634 2.116215  0.0613
87 C 0.998090 0.234921 -3.079529  0.0086
88 N 1.245054 -3.535223 -6.362004  0.0087
89 O 3.687226 0.582214 -5.475363  0.1094
90 H 1.230382 2.396332 5.703243  0.0312
91 C -0.363168 5.091281 4.363031  -0.1046
92 H 0.431158 4.227726 7.514300  0.1511
93 H 0.718245 -3.450240 -7.014755  -0.0004
94 H 6.636038 -0.797971 1.761337  0.1207
95 O 3.655950 0.411439 2.253280  0.0404
96 C -3.721075 -7.132298 1.963825  -0.1057
97 H -2.723549 -0.957255 1.198633  0.1076
98 H -0.365503 -2.412558 1.393403  0.1816
99 C -1.496387 -2.307427 -4.172176  -0.1222
100 N -1.847515 -3.038965 5.889561  -0.0341
101 H 0.504311 6.022806 -3.949426  0.1521
102 O 4.833347 -0.529736 -4.107071  0.0584
103 N -2.331497 -7.035954 2.160530  -0.0321
104 C -6.149838 1.912847 -1.609951  0.0634
105 H 1.631556 -1.597157 0.668717  0.1178
106 H 0.764109 0.421496 1.535489  -0.0229
107 C -0.174732 0.312599 1.546949  0.0944
108 H 1.699536 1.686285 -1.054844  0.0782
109 H 3.039828 0.423298 -1.439881  0.0820
110 H -2.593321 -3.600748 5.971828  0.0926
111 C -3.142021 -4.948097 1.520784  -0.0992
112 H 3.850923 5.289396 1.958085  0.1569
113 H -1.093143 -3.763337 7.792782  0.1042
114 N 3.169137 3.780403 0.714759  -0.3253
115 O 4.230927 -1.118741 0.850380  0.0394
116 H -2.708865 -0.705447 -0.377605  -0.0246
117 C -4.248627 -5.849315 1.451393  -0.1121
118 O -5.428726 3.592973 -0.167461  0.0591
119 C 0.252711 4.253477 6.355794  -0.1814
120 H -4.265930 -0.488769 -3.050761  0.0733
121 O 2.069838 4.139887 0.116979  0.0005

Forces on atoms 1 to 3 (eV/Å):
0.434 0.196 -2.248
-3.012 0.807 1.170
-3.579 5.802 1.275

3.
Density functional theory data (ωB97M-V/def2-TZVPD) for 10 unconnected molecules or ions with the total composition C35H69BF7NO19S10 at a distorted geometry.

Maximum force (eV/A): 2.7
HOMO-LUMO gap (eV): 6.70
Energy above the lowest of the compared OMol25 structures with the same formula, charge and spin (kJ/mol): 37.4
Total charge: 0
Total energy (eV): -205852.3321

Last column: Löwdin charge in e.
Geometry (Å):
1 C -9.422447 -3.109770 -3.465838  -0.2763
2 H -9.483423 -1.459658 -0.969768  0.0326
3 H -13.791049 5.320253 8.382823  0.0523
4 C -7.540113 -2.810131 -5.334117  -0.2669
5 C -5.465354 -0.595959 -1.517865  -0.2746
6 O 2.771438 1.436638 -0.383806  0.1900
7 H -10.801760 0.651644 -0.931342  0.0553
8 H -6.256430 0.129142 -1.693948  0.0278
9 C 3.560905 4.129628 0.019079  -0.5160
10 B 0.037932 -1.149101 -0.391520  -0.7491
11 C 6.594216 -1.874291 -1.564437  -0.0804
12 H -0.261635 0.512838 0.440873  0.1107
13 H -10.122497 -3.341455 -4.268708  0.0527
14 C 1.623380 4.442868 3.624955  -0.2600
15 C 7.787526 -2.769939 -1.894551  -0.1031
16 H -8.301562 -3.049784 -6.076830  0.0519
17 H 5.952363 2.335131 -9.104588  0.0524
18 C 7.952001 1.474646 3.103586  -0.2448
19 H -11.206821 3.955500 4.956225  0.0504
20 H -8.690272 3.606502 4.500346  0.0560
21 H -2.488871 -2.056039 -3.046155  0.0510
22 O 6.675048 1.476455 0.782991  -0.5405
23 O -8.049760 0.892757 -0.268141  -0.5515
24 S -9.041871 0.255573 0.643667  0.8023
25 F 10.021542 -3.416980 0.454538  0.1682
26 H 6.591699 2.836343 -10.699953  0.0573
27 H -12.158110 2.840457 10.854614  0.0502
28 H 8.587183 -2.229691 -2.381764  0.1119
29 C 5.248957 2.667536 -0.605421  -0.1920
30 H 7.862091 1.117240 -2.574836  0.1173
31 H -9.336161 -2.030261 -3.337142  0.0516
32 H -10.065488 -1.905332 0.663668  0.0584
33 H 7.371010 0.185597 -9.282692  0.0497
34 C 5.518321 1.777615 -1.840193  -0.0611
35 H 1.967215 4.212278 -1.420855  0.0863
36 C 5.883009 -0.167622 2.705945  -0.2211
37 S 8.345298 2.366845 -9.134301  0.7893
38 O 1.198281 2.380347 2.029630  -0.5503
39 H -8.833120 1.972841 5.216879  0.0637
40 N 2.289281 -0.793606 -0.210146  0.0322
41 C 8.844951 -2.834631 0.182523  -0.7246
42 H 7.983875 -1.537784 -4.124589  0.1158
43 C 2.917050 2.142354 4.023294  -0.2716
44 O 9.328326 3.086231 -9.982881  -0.5529
45 C -10.671537 0.819066 0.138906  -0.2764
46 C 2.165341 4.507396 -0.390736  0.0190
47 H -11.263602 2.313225 5.659868  0.0507
48 H 3.592197 -6.465791 1.914417  0.0567
49 H -13.251578 2.474631 9.498132  0.0588
50 H 7.424358 -3.489937 -2.625155  0.1382
51 O 4.350631 3.714661 -1.002750  -0.0027
52 S -10.387127 2.309693 3.428329  0.7894
53 S 5.365048 -4.179768 -0.618907  0.6692
54 H 1.448557 3.968032 0.222760  0.0658
55 H -13.543023 3.908799 10.529175  0.0528
56 H 6.609079 3.973288 -9.330004  0.0492
57 F 8.149691 -2.910699 1.306508  0.1798
58 H 6.272580 -0.792095 3.509760  0.0660
59 O 3.923724 4.167525 1.177729  0.0770
60 O -6.856797 -3.318285 -2.830223  -0.5594
61 O -0.784296 -0.090480 -0.115429  0.2008
62 O 5.796681 -4.515140 0.684841  -0.2175
63 H 8.725624 -0.275798 -2.008966  0.1151
64 F 9.131491 -1.587868 -0.174877  0.1638
65 H 1.999995 5.582119 -0.331329  0.0889
66 H -4.864851 -0.278018 -0.664773  0.0647
67 C -9.257268 -1.443606 0.095882  -0.2541
68 H 3.156925 -5.566221 3.398799  0.0639
69 H -12.471293 2.810596 4.448730  0.0503
70 C 8.031047 -0.460068 -4.008658  -0.0328
71 H 5.275695 -0.775627 2.036300  0.0431
72 S -7.810793 -3.802635 -3.860213  0.8133
73 H -6.556155 -3.053707 -5.729117  0.0514
74 H 9.113035 0.179596 -9.645632  0.0489
75 H 3.679931 2.567878 3.368210  0.0432
76 H 3.079347 2.459034 5.053928  0.0544
77 H -5.906452 -1.573998 -1.328279  0.0286
78 H -2.815639 -1.478962 -1.392859  0.0430
79 H -3.786508 -2.809911 -2.090603  0.0546
80 O -3.718575 0.615741 -3.102868  -0.5628
81 H 2.329076 -8.513985 2.865082  0.0509
82 H 1.939144 -7.541450 4.316761  0.0554
83 C 6.707417 2.929311 -9.619938  -0.2703
84 H 0.092051 -2.678531 0.831289  0.1100
85 O 1.254083 -0.977355 -1.121522  0.1576
86 H -10.743538 1.882992 0.355233  0.0379
87 H 7.207612 2.177722 3.477981  0.0618
88 C -3.265205 -1.876435 -2.303602  -0.2585
89 C 4.447956 -1.629182 -0.634209  -0.0474
90 C 5.563890 0.306134 -1.533835  -0.0768
91 H -7.578493 -1.751429 -5.076794  0.0595
92 S 7.251828 0.510210 1.759636  0.8777
93 H 4.690738 1.926657 -2.539895  0.1423
94 F 7.725648 0.825790 -5.973306  0.1338
95 C -8.829974 2.546230 4.289990  -0.2525
96 H 6.191771 3.143625 -0.339495  0.1203
97 O 6.007919 -4.936402 -1.629917  -0.2253
98 H 6.397366 2.167023 -2.336545  0.1036
99 O -10.831067 3.329909 8.281452  -0.5584
100 C 1.580845 -7.883242 3.345445  -0.2763
101 H -9.768639 -3.563762 -2.539164  0.0464
102 S -11.734795 4.263183 9.003339  0.8047
103 H 0.658378 -8.446003 3.473319  0.0469
104 H 2.476121 4.705797 2.997688  0.0382
105 C 4.487460 -0.280551 -0.926248  -0.0010
106 O -0.328573 -2.411123 0.006323  0.1879
107 S 1.230671 -6.465272 2.294424  0.8043
108 F 3.860891 -4.533245 -0.738233  -0.1053
109 C 7.071350 0.153660 -5.027648  -0.6118
110 H 9.034524 -0.160646 -4.311975  0.1362
111 H -8.328728 -1.980756 0.280144  0.0529
112 C 5.485447 -2.445401 -0.960196  -0.1218
113 O 2.780765 -2.837380 0.742982  0.1446
114 H 0.740185 4.981732 3.287443  0.0538
115 H 5.280052 0.644768 3.113256  0.0411
116 C 3.157476 0.302878 -0.512049  -0.2411
117 H 8.809854 2.021054 2.717195  0.0543
118 H 4.910572 2.136399 0.270391  0.0883
119 F 6.409496 -0.846394 -5.657962  0.1186
120 O 0.339510 -5.557521 3.063502  -0.5557
121 C 7.836316 0.034458 -2.558537  -0.0937
122 H -11.429137 0.280101 0.705667  0.0501
123 O 8.227989 -3.539783 -0.784414  0.0612
124 C 3.131014 -1.915355 0.046872  -0.2717
125 S 1.290011 2.683746 3.479792  0.8323
126 C -13.039605 4.731644 7.856546  -0.2763
127 O -10.612967 0.842248 3.316342  -0.5692
128 C -11.432582 2.907059 4.761329  -0.2773
129 F 6.131503 0.939235 -4.504396  0.1601
130 H 7.960953 0.760851 -10.872309  0.0572
131 H -12.595476 5.333204 7.065915  0.0450
132 C 6.625702 -0.533433 -1.857784  -0.0876
133 H 1.823874 4.688086 4.668516  0.0531
134 H 2.884699 -4.839318 1.797691  0.0087
135 H 2.946864 1.055019 3.967404  0.0439
136 H -8.029608 2.194086 3.641744  0.0511
137 C 8.174356 0.706330 -9.804623  -0.2722
138 S -4.431000 -0.686621 -2.981109  0.7918
139 C 2.883731 -5.768575 2.362569  -0.2713
140 H -13.491201 3.836785 7.427094  0.0561
141 H 8.275214 0.803509 3.899377  0.0584
142 C -12.783375 3.271821 10.075830  -0.2724

Forces on atoms 1 to 3 (eV/Å):
-0.095 0.106 0.028
0.028 0.060 -0.013
0.025 0.016 0.012

Question: Which of these has the lowest total energy?
Answer: C35H69BF7NO19S10